A 4-piece molecular cluster, C20H31BF3IO11 overall, computed with ωB97M-V with the def2-TZVPD basis set.

Each line ends with the natural charge from an NBO analysis.
Element x y z (Å)
C  -1.8357  2.7866  -1.6084  -0.610
C  -2.2638  1.3435  -1.9120  -0.426
C  -3.2753  0.7684  -0.8891  -0.654
I  -4.8553  -0.2745  -1.9853  0.014
B  -2.6840  -0.2175  0.1989  0.740
C  -1.6984  0.2040  1.3495  -0.829
C  -0.4759  1.0495  0.9445  -0.374
C  0.7408  0.7337  1.8237  -0.402
C  1.3514  -0.6658  1.5869  -0.401
C  2.6542  -0.6509  0.7857  -0.416
C  2.4936  0.0229  -0.5715  -0.080
O  3.4842  -0.4854  -1.4814  -0.516
C  3.2180  -0.3440  -2.7912  0.800
C  4.4387  -0.5655  -3.6401  -0.722
O  2.1227  -0.1118  -3.2303  -0.596
H  -1.5909  3.3054  -2.5384  0.216
H  -2.6508  3.3412  -1.1351  0.210
H  -0.9591  2.8480  -0.9646  0.209
H  -2.7513  1.3559  -2.8883  0.223
H  -1.3958  0.6847  -2.0131  0.210
H  -3.8256  1.5785  -0.4058  0.261
H  -3.0444  -1.3577  0.1819  -0.088
H  -1.3561  -0.7169  1.8254  0.246
H  -2.2677  0.7541  2.1144  0.248
H  -0.1912  0.8786  -0.0982  0.188
H  -0.7051  2.1135  1.0565  0.209
H  1.5178  1.4906  1.6658  0.198
H  0.4260  0.8053  2.8717  0.201
H  0.6344  -1.3312  1.0910  0.203
H  1.5475  -1.1283  2.5580  0.223
H  3.4676  -0.1949  1.3577  0.202
H  2.9509  -1.6856  0.5766  0.216
H  2.6404  1.1058  -0.5038  0.183
H  1.4981  -0.1748  -0.9717  0.198
H  4.3916  0.0605  -4.5290  0.242
H  5.3511  -0.3990  -3.0687  0.234
H  4.4295  -1.6208  -3.9365  0.231
O  -0.7426  -2.0481  3.6286  -0.552
C  -1.5411  -1.7937  4.4634  0.976
O  -1.4090  -2.0660  5.7800  -0.479
C  -2.5114  -1.4873  6.4829  -0.130
C  -3.5480  -1.3590  5.3854  0.445
F  -4.3350  -0.2679  5.5402  -0.325
O  -2.7465  -1.1895  4.2317  -0.503
H  -2.2308  -0.5024  6.8590  0.207
H  -2.8128  -2.1292  7.3048  0.214
H  -4.1867  -2.2343  5.2542  0.157
O  9.2613  0.3189  -5.7125  -0.545
C  8.4949  -0.5498  -5.9431  0.967
O  7.2789  -0.3864  -6.5207  -0.486
C  6.7198  -1.6757  -6.7768  -0.130
C  7.4632  -2.5427  -5.7813  0.447
F  7.6782  -3.7964  -6.2437  -0.324
O  8.6974  -1.8682  -5.6545  -0.494
H  6.9482  -1.9753  -7.8005  0.205
H  5.6441  -1.6603  -6.6262  0.210
H  6.9938  -2.6108  -4.7978  0.151
O  -5.0317  4.0492  1.9551  -0.549
C  -5.4650  2.9896  2.2497  0.972
O  -5.1229  1.8190  1.6591  -0.497
C  -5.7291  0.7439  2.3795  -0.136
C  -6.8846  1.4448  3.0647  0.448
F  -7.1611  0.9209  4.2820  -0.325
O  -6.3923  2.7621  3.2214  -0.493
H  -5.0245  0.3546  3.1144  0.208
H  -6.0300  -0.0437  1.6932  0.220
H  -7.8069  1.4777  2.4823  0.155

Forces on the atoms, in the same order (eV/Å):
0.06 0.02 -0.05
-0.22 0.24 -0.10
0.06 -0.29 -0.12
-0.03 0.11 0.17
-0.14 0.23 0.19
0.06 -0.14 -0.40
0.30 0.11 0.28
-0.06 -0.21 0.07
0.12 0.13 0.25
0.00 -0.34 -0.37
-0.26 -0.04 0.30
0.29 0.28 0.03
-0.16 -0.09 -0.01
0.13 -0.42 0.15
0.01 0.20 -0.04
0.04 -0.07 0.06
0.07 -0.03 -0.02
-0.12 0.00 0.01
0.10 -0.08 0.06
-0.04 0.05 -0.04
0.11 -0.03 -0.07
0.02 -0.02 -0.03
-0.04 0.14 0.07
-0.03 -0.08 -0.05
-0.12 0.08 0.04
-0.03 -0.10 -0.17
-0.08 0.00 0.09
0.07 0.10 -0.10
0.01 0.15 0.01
0.02 -0.04 -0.14
-0.07 0.03 -0.05
0.01 0.09 0.14
-0.13 -0.08 -0.08
0.12 -0.01 -0.08
0.00 -0.04 0.07
-0.06 0.12 -0.09
-0.01 0.13 -0.10
0.00 0.00 0.12
0.00 0.07 0.01
0.00 0.00 0.04
0.00 -0.01 0.07
0.12 0.06 -0.02
0.03 0.07 -0.02
-0.07 -0.28 -0.02
-0.06 0.03 -0.02
0.07 -0.10 -0.05
-0.08 0.05 0.02
0.03 0.00 -0.03
0.01 -0.02 -0.09
-0.03 -0.01 0.01
-0.11 0.02 -0.03
0.08 0.03 -0.05
0.05 0.02 -0.06
-0.07 0.04 0.20
0.03 -0.10 0.03
0.01 0.13 0.06
-0.03 -0.11 -0.01
0.04 0.01 0.05
0.03 -0.06 0.05
0.06 -0.01 -0.02
-0.03 -0.12 -0.08
0.06 0.06 0.01
0.07 0.02 0.05
-0.16 0.04 -0.13
-0.03 -0.01 0.09
0.01 0.10 -0.10
-0.05 -0.06 0.07

relative energy (zero: lowest compared OMol25 entry of this formula, charge and spin): 0.000 eV
F_max: 0.5 eV/Å
gap between HOMO and LUMO: 9.3332 eV
E: -60694.894 eV
structure (SMILES): CC[C@@H](I)BCCCCCCOC(C)=O.O=C1OC[C@@H](F)O1.O=C1OC[C@@H](F)O1.O=C1OC[C@@H](F)O1


An isolated molecule of C3H9NO in a non-equilibrium geometry, computed with ωB97M-V with the def2-TZVPD basis set.

Each line ends with the natural charge from an NBO analysis.
Element x y z (Å)
N  -1.9850  0.1169  -0.8879  -0.863
C  -1.3292  0.1700  0.4285  -0.203
C  -0.0238  -0.5768  0.5401  -0.459
C  0.9957  0.2687  -0.2425  -0.046
O  2.3657  0.1068  0.1841  -0.727
H  -2.3760  -0.8728  -1.1626  0.356
H  -1.4390  0.4008  -1.7487  0.365
H  -1.2263  1.1451  0.6292  0.191
H  -2.0071  -0.2067  1.2478  0.190
H  0.0000  -1.5718  0.2960  0.212
H  0.1636  -0.7461  1.6738  0.193
H  0.6903  1.5113  -0.2685  0.150
H  0.9400  -0.0784  -1.2952  0.173
H  2.3667  -0.4249  1.0139  0.468

Forces on the atoms, in the same order (eV/Å):
-1.08 -2.35 -2.07
-1.89 -4.47 -0.64
0.87 3.02 2.72
0.37 1.72 -0.06
-0.78 -0.46 0.59
1.13 2.50 1.05
-0.43 -0.24 1.89
0.83 3.64 0.91
0.13 0.19 -1.19
-0.44 -2.40 -1.64
0.34 1.18 -1.38
0.89 -3.52 0.33
0.13 0.43 0.44
-0.08 0.74 -0.95

relative energy (zero: lowest compared OMol25 entry of this formula, charge and spin): 2.293 eV
F_max: 4.9 eV/Å
gap between HOMO and LUMO: 10.2272 eV
E: -6792.763 eV
structure (SMILES): NCCCO